Record 1
ORCA calculation (ωB97M-V with the def2-TZVPD basis set) on an isolated molecule of C10H10O3Se.

For the strongest force on any atom, the calculation gives 4.63 eV/Å. The calculation puts the frontier orbital gap (alpha / beta) at 8.32 / 6.52 eV. The value obtained for the calculated total energy is -82016.33271 eV. The calculation puts the energy relative to the best compared isomer or geometry (same formula, charge and spin) at 66.99 kJ/mol.

Each line ends with the natural charge from an NBO analysis.
Atoms and positions in Å:
1 C 3.822 0.209 -0.037  -0.18
2 C 3.116 -0.267 1.047  -0.22
3 C 3.342 1.343 -0.762  -0.21
4 C 1.852 0.255 1.248  -0.23
5 C 2.071 1.718 -0.546  -0.23
6 C 1.281 1.182 0.431  -0.23
7 C -2.791 0.098 1.005  0.64
8 C -2.993 -1.789 -0.282  -0.17
9 C -1.383 0.084 0.909  -0.50
10 C -2.166 -1.152 -1.377  0.13
11 O -3.264 1.207 1.360  -0.59
12 O -3.596 -0.858 0.579  -0.48
13 O -2.627 -0.173 -2.225  -0.67
14 Se -0.499 1.747 0.848  0.52
15 H 4.800 -0.190 -0.253  0.21
16 H 3.621 -0.975 1.642  0.22
17 H 3.991 1.935 -1.407  0.23
18 H 1.470 0.011 2.283  0.22
19 H 1.521 2.556 -1.063  0.22
20 H -3.696 -2.438 -0.836  0.21
21 H -2.428 -2.383 0.393  0.20
22 H -0.754 -0.741 0.606  0.22
23 H -1.221 -1.604 -1.592  0.18
24 H -3.469 0.226 -1.972  0.50

***

Record 2
ORCA calculation (ωB97M-V with the def2-TZVPD basis set) on the ion C10H11BNO with charge +1.

For the strongest force on any atom, the calculation gives 0.98 eV/Å. As for the charge: +1. The calculation puts the frontier orbital gap at 8.54 eV. The value obtained for the calculated total energy is -14757.80705 eV. The calculation puts the energy relative to the best compared isomer or geometry (same formula, charge and spin) at 0.00 kJ/mol. Its structure (SMILES) is CB(O)c1cccc2c[nH+]ccc12.

Each line ends with the natural charge from an NBO analysis.
Atoms and positions in Å:
1 C 3.051 1.154 1.287  -1.03
2 B 1.502 1.250 1.059  1.03
3 O 0.780 2.180 1.792  -0.92
4 C 0.795 0.308 -0.016  -0.32
5 C 1.595 -0.230 -1.002  -0.10
6 C 1.118 -1.099 -2.010  -0.19
7 C -0.189 -1.455 -2.023  -0.14
8 C -1.065 -0.930 -1.042  -0.12
9 C -2.410 -1.279 -1.043  0.16
10 N -3.232 -0.788 -0.132  -0.43
11 C -2.824 0.085 0.830  0.02
12 C -1.530 0.471 0.883  -0.18
13 C -0.585 -0.037 -0.041  0.03
14 H 3.467 0.171 1.076  0.23
15 H 3.263 1.403 2.326  0.25
16 H 3.570 1.892 0.672  0.27
17 H 0.646 1.901 2.704  0.51
18 H 2.648 0.014 -1.016  0.24
19 H 1.799 -1.490 -2.750  0.24
20 H -0.565 -2.135 -2.774  0.23
21 H -2.829 -1.946 -1.782  0.24
22 H -4.204 -1.065 -0.153  0.44
23 H -3.565 0.440 1.525  0.25
24 H -1.235 1.187 1.629  0.26

***

Record 3
ORCA calculation (ωB97M-V with the def2-TZVPD basis set) on a cluster of 2 separate species, C10H11Br2NO2 in total.

For the strongest force on any atom, the calculation gives 4.66 eV/Å. The spin multiplicity is 3. The calculation puts the frontier orbital gap (alpha / beta) at 6.68 / 5.91 eV. The value obtained for the calculated total energy is -156210.00166 eV. The calculation puts the energy relative to the best compared isomer or geometry (same formula, charge and spin) at 8.05 kJ/mol.

Each line ends with the Löwdin spin population.
Atoms and positions in Å:
1 C -0.898 -3.592 -0.127  0.19
2 C -1.616 -2.699 -0.924  0.00
3 C -0.204 -3.116 0.987  0.00
4 C -1.477 -1.370 -0.615  0.14
5 C -0.374 -1.792 1.454  0.15
6 C -0.959 -0.843 0.617  0.09
7 C 1.553 3.125 -1.347  0.02
8 C 0.421 2.271 -0.877  0.04
9 C -1.026 0.499 1.053  0.40
10 C 0.710 1.589 0.413  0.47
11 N 1.632 0.507 0.484  0.10
12 O 1.684 -0.221 -0.495  0.09
13 O 2.218 0.273 1.491  0.12
14 Br -2.425 1.520 0.187  0.07
15 Br 1.043 2.835 1.844  0.10
16 H -0.923 -4.628 -0.464  0.01
17 H -2.042 -2.992 -1.875  0.00
18 H 0.323 -3.664 1.639  -0.01
19 H -2.003 -0.734 -1.278  0.01
20 H 0.010 -1.706 2.488  0.00
21 H 2.160 2.392 -1.906  0.00
22 H 1.256 4.068 -2.019  0.00
23 H 2.220 3.612 -0.599  0.00
24 H -0.505 2.800 -0.656  0.01
25 H 0.239 1.438 -1.563  0.00
26 H -1.017 0.430 2.086  0.02

***

Record 4
ORCA calculation (ωB97M-V with the def2-TZVPD basis set) on a cluster of 3 separate species, C10H11Br4F5N2S in total.

For the strongest force on any atom, the calculation gives 12.56 eV/Å. The calculation puts the frontier orbital gap at 9.59 eV. The value obtained for the calculated total energy is -318113.45855 eV. Its structure (SMILES) is N#C[C@H]([C@@H](S)C#N)C(F)(F)C(F)(F)F.BrCCBr.BrCCBr.

Each line ends with the natural charge from an NBO analysis.
Atoms and positions in Å:
1 N -1.795 3.215 -0.182  -0.26
2 C -1.203 2.042 -0.148  0.24
3 C -0.828 0.432 0.107  -0.34
4 C -0.653 0.219 1.745  -0.41
5 S -0.913 -1.594 2.137  0.00
6 C 0.795 0.827 2.315  0.23
7 N 2.055 1.206 2.330  -0.25
8 C 0.529 0.097 -0.753  0.64
9 F 1.353 -1.012 -0.206  -0.31
10 F 1.368 1.349 -0.801  -0.32
11 C 0.219 -0.306 -2.342  0.94
12 F 1.277 0.357 -3.150  -0.31
13 F 0.491 -1.787 -2.460  -0.32
14 F -1.168 0.008 -2.760  -0.31
15 H -1.730 -0.235 -0.226  0.31
16 H -1.484 0.894 2.271  0.29
17 H -2.319 -1.799 2.011  0.18
18 Br -5.084 -2.591 4.644  -0.02
19 C -3.805 -3.683 5.633  -0.45
20 C -2.420 -3.576 5.039  -0.45
21 Br -2.267 -4.635 3.408  -0.01
22 H -4.196 -4.704 5.642  0.24
23 H -3.820 -3.284 6.651  0.23
24 H -1.675 -3.995 5.721  0.23
25 H -2.136 -2.551 4.783  0.24
26 Br 4.106 4.449 -6.940  -0.02
27 C 4.017 2.861 -5.811  -0.45
28 C 3.211 3.124 -4.560  -0.45
29 Br 4.237 4.155 -3.262  -0.01
30 H 5.047 2.556 -5.607  0.23
31 H 3.533 2.100 -6.429  0.23
32 H 2.971 2.186 -4.052  0.23
33 H 2.286 3.677 -4.748  0.23

***

Record 5
ORCA calculation (ωB97M-V with the def2-TZVPD basis set) on a structure of composition C10H11CaF6MnN4O8S2.

For the strongest force on any atom, the calculation gives 2.12 eV/Å. The spin multiplicity is 6. As for the charge: +1. The calculation puts the frontier orbital gap (alpha / beta) at 3.86 / 3.73 eV. The value obtained for the calculated total energy is -120610.77003 eV.

Each line ends with the Löwdin spin population.
Atoms and positions in Å:
1 Ca 3.891 15.692 25.195  0.00
2 Mn 8.431 14.153 24.837  4.77
3 C 1.711 13.078 25.893  0.00
4 F 3.009 12.794 25.638  0.00
5 F 1.252 13.780 24.850  0.00
6 F 1.046 11.979 26.075  0.00
7 S 1.601 14.118 27.415  0.00
8 O 0.223 14.177 27.741  0.00
9 O 2.450 13.578 28.421  0.00
10 N 2.325 15.527 26.756  0.00
11 S 1.573 16.725 27.549  0.00
12 O 0.355 17.019 26.877  0.00
13 O 1.601 16.538 28.954  0.00
14 C 2.621 18.265 27.367  0.00
15 F 1.862 19.309 27.301  0.00
16 F 3.465 18.371 28.379  0.00
17 F 3.420 18.155 26.229  0.00
18 O 7.980 15.996 24.789  0.15
19 H 8.545 16.437 24.139  0.02
20 N 5.574 13.649 23.028  0.01
21 O 6.763 13.859 23.427  0.05
22 O 4.613 13.944 23.809  0.00
23 O 5.378 13.187 21.949  0.00
24 N 7.473 15.388 20.502  0.00
25 C 6.288 16.054 20.260  0.00
26 C 6.575 17.090 19.410  0.00
27 C 7.979 17.089 19.156  0.00
28 C 8.501 16.042 19.875  0.00
29 H 7.612 14.549 21.032  0.00
30 H 5.368 15.706 20.695  0.00
31 H 5.899 17.879 19.120  0.00
32 H 8.507 17.805 18.552  0.00
33 H 9.533 15.757 20.004  0.00
34 N 2.893 11.257 21.302  0.00
35 C 2.395 10.029 21.028  0.00
36 C 1.421 9.732 21.938  0.00
37 C 1.355 10.835 22.827  0.00
38 C 2.221 11.788 22.378  0.00
39 H 3.614 11.799 20.863  0.00
40 H 2.807 9.420 20.242  0.00
41 H 0.960 8.772 22.087  0.00
42 H 0.816 10.955 23.754  0.00
43 H 2.474 12.749 22.790  0.00

***

Record 6
ORCA calculation (ωB97M-V with the def2-TZVPD basis set) on an isolated molecule of C10H11Cl2N.

For the strongest force on any atom, the calculation gives 5.12 eV/Å. The calculation puts the frontier orbital gap at 9.82 eV. The value obtained for the calculated total energy is -37082.18847 eV. The calculation puts the energy relative to the best compared isomer or geometry (same formula, charge and spin) at 0.00 kJ/mol. Its structure (SMILES) is CN1CCc2ccccc2C1(Cl)Cl.

Each line ends with the natural charge from an NBO analysis.
Atoms and positions in Å:
1 C 2.917 -1.334 0.389  -0.42
2 N 1.517 -0.908 0.284  -0.47
3 C 0.462 -1.843 -0.384  -0.18
4 C -0.899 -1.549 0.227  -0.45
5 C -1.229 -0.081 0.254  0.01
6 C -2.534 0.341 -0.031  -0.21
7 C -2.820 1.637 -0.244  -0.20
8 C -1.837 2.594 -0.288  -0.21
9 C -0.540 2.157 -0.048  -0.15
10 C -0.209 0.814 0.195  -0.09
11 C 1.300 0.435 0.150  0.22
12 Cl 2.020 1.023 -1.623  -0.26
13 Cl 2.110 1.289 1.357  0.05
14 H 3.164 -1.076 1.429  0.22
15 H 2.955 -2.393 0.069  0.21
16 H 3.488 -0.771 -0.307  0.21
17 H 0.758 -2.857 -0.275  0.21
18 H 0.548 -1.517 -1.517  0.20
19 H -0.495 -1.804 1.223  0.23
20 H -1.693 -2.175 -0.094  0.23
21 H -3.278 -0.449 0.121  0.21
22 H -3.788 1.954 -0.304  0.21
23 H -2.130 3.700 -0.428  0.22
24 H 0.218 2.811 -0.153  0.21

***

- Look up the calculated total energy of the third one.
  -156210.00166 eV

***

- Which value of calculated total energy does entry 6 give?
  -37082.18847 eV